1.
{"formula": "C27H29BrN2PdS", "method": "the ωB97M-V functional and the def2-TZVPD basis", "species": ["Pd", "C", "C", "C", "C", "C", "C", "C", "C", "C", "C", "H", "H", "H", "H", "H", "H", "H", "H", "H", "H", "H", "H", "H", "H", "Br", "C", "C", "C", "C", "C", "N", "H", "H", "H", "H", "N", "S", "C", "C", "C", "C", "C", "C", "C", "C", "C", "C", "C", "C", "H", "H", "H", "H", "H", "H", "H", "H", "H", "H", "H"], "coordinates": [[9.136094, 7.446069, 11.775329], [10.448781, 10.166780, 14.988692], [9.660626, 9.870355, 13.668245], [8.855463, 11.052084, 13.158323], [8.767538, 8.644995, 13.817402], [7.383819, 8.701944, 13.925211], [6.488837, 7.576717, 14.043487], [7.070205, 6.289369, 14.240784], [6.226542, 5.067151, 14.584321], [8.461536, 6.222094, 14.158676], [9.271318, 7.327509, 13.864639], [10.968200, 11.128456, 14.841302], [11.269124, 9.430960, 15.117884], [9.824982, 10.204093, 15.925511], [10.450641, 9.657663, 12.948271], [8.125754, 11.393345, 13.882598], [8.234244, 10.756178, 12.307581], [9.473112, 11.836205, 12.811108], [6.928564, 9.670040, 13.952061], [5.425899, 7.752432, 13.850228], [5.713434, 4.677580, 13.718382], [5.484948, 5.320627, 15.335828], [6.897273, 4.286850, 14.970946], [8.997277, 5.300857, 14.411855], [10.324195, 7.231848, 13.915231], [9.511108, 10.634633, 9.732674], [9.506383, 8.940127, 8.843558], [9.540792, 8.912757, 7.448099], [9.444546, 7.697128, 6.814477], [9.453604, 6.501577, 7.549801], [9.396058, 6.673655, 8.921883], [9.496642, 7.830349, 9.599300], [9.471264, 9.849508, 6.986286], [9.336335, 7.745895, 5.706351], [9.219809, 5.566240, 7.112151], [9.279138, 5.804989, 9.550699], [13.153042, 4.396888, 12.098571], [13.790653, 5.475568, 12.985417], [15.565538, 5.365323, 12.585601], [16.498319, 6.114420, 13.209220], [17.818832, 6.101383, 12.797703], [18.295462, 5.177086, 11.799094], [17.281452, 4.467121, 11.143100], [15.962895, 4.504557, 11.536404], [13.549818, 7.057745, 12.177021], [13.554728, 8.278760, 12.830175], [13.388275, 9.471748, 12.128186], [13.297420, 9.439294, 10.710144], [13.226435, 8.210588, 10.115594], [13.314288, 7.040486, 10.807762], [12.530487, 3.811770, 12.605406], [16.164012, 6.783642, 14.039825], [18.550514, 6.763969, 13.197702], [19.392170, 5.084212, 11.560275], [17.524509, 3.837485, 10.299598], [15.177505, 3.946641, 11.002683], [13.696399, 8.358629, 13.873567], [13.403766, 10.401068, 12.706421], [13.291109, 10.354892, 10.137408], [13.146165, 8.131982, 8.954994], [13.195482, 6.068274, 10.280952]], "forces_ev_per_a": [[0.2, 0.5, -0.6], [0.0, 0.2, 0.0], [0.1, -0.2, 1.1], [-1.0, -0.9, -0.1], [-0.4, -0.8, -0.6], [-1.9, -0.8, 0.1], [2.3, 0.4, -0.2], [-0.7, 1.0, -0.1], [1.0, 0.4, 0.0], [0.0, -0.5, 0.2], [0.0, 0.3, 0.6], [-0.3, -0.1, 0.3], [-0.6, 0.1, 0.1], [0.5, 0.0, -1.0], [-0.1, -0.2, -0.2], [0.2, 0.4, 0.4], [0.2, -0.2, 0.0], [0.7, 1.0, -0.1], [-0.4, 0.4, -0.3], [0.3, -0.2, 0.6], [-0.2, -0.1, -0.3], [-0.1, -0.1, 0.1], [-0.4, 0.1, 0.0], [-0.4, 0.1, -0.3], [1.1, -0.4, 0.2], [0.1, -0.7, -0.3], [0.6, -0.7, 0.6], [-0.5, -0.5, 1.7], [0.3, -0.3, -1.4], [-0.9, 2.3, 0.3], [0.6, -0.8, 0.2], [-0.8, 0.6, -0.6], [0.1, 1.0, -1.0], [0.2, -0.4, 0.9], [0.2, -0.8, -0.3], [0.1, -0.1, 0.1], [-0.1, -0.4, -1.5], [1.0, 0.5, 1.1], [-0.6, -1.7, -1.6], [0.3, 1.9, 1.5], [1.4, -1.7, -1.4], [-1.0, 1.4, 0.9], [1.0, -0.5, -0.1], [-1.3, 0.8, 0.4], [-0.4, 0.2, -0.9], [-0.1, 0.3, -0.6], [0.3, -0.1, -0.9], [0.0, 0.7, 2.0], [-0.1, 0.0, -3.6], [0.0, -1.7, 0.2], [-0.5, -0.3, 0.7], [0.5, -0.4, -0.8], [0.3, 0.4, 0.7], [-1.5, 0.2, 0.1], [0.2, -0.2, 0.0], [0.5, 0.2, 0.4], [0.1, -0.2, 1.1], [0.0, -0.2, -0.4], [-0.2, 0.0, 0.0], [0.0, 0.3, 2.2], [0.2, 0.8, 0.6]], "nbo_charge": [0.096, -0.603, -0.249, -0.609, -0.047, -0.212, -0.227, -0.022, -0.627, -0.239, -0.267, 0.203, 0.205, 0.211, 0.225, 0.200, 0.223, 0.207, 0.202, 0.213, 0.216, 0.216, 0.212, 0.213, 0.214, 0.079, 0.178, -0.285, -0.141, -0.266, 0.066, -0.494, 0.233, 0.226, 0.233, 0.214, -1.188, 1.124, -0.216, -0.235, -0.200, -0.201, -0.215, -0.217, -0.247, -0.216, -0.206, -0.224, -0.146, -0.227, 0.375, 0.218, 0.212, 0.226, 0.212, 0.258, 0.215, 0.219, 0.221, 0.206, 0.252], "mol_weight_g_mol": 599.9, "spin_multiplicity": 1, "total_charge": 0, "homo_energy_ev": -6.67}

=====

2.
{"formula": "C22H52Cl2EuF5GeNO6PSe2Te", "method": "the ωB97M-V functional and the def2-TZVPD basis", "species": ["Eu", "C", "Se", "C", "C", "Se", "C", "H", "H", "H", "H", "H", "H", "H", "H", "H", "H", "C", "C", "C", "O", "C", "O", "O", "H", "H", "H", "H", "H", "H", "H", "C", "C", "C", "C", "Ge", "C", "C", "C", "C", "H", "H", "H", "H", "H", "H", "H", "H", "H", "H", "H", "H", "H", "H", "H", "H", "H", "H", "H", "N", "C", "C", "O", "O", "H", "H", "H", "H", "H", "F", "Te", "F", "F", "F", "F", "O", "Cl", "C", "Cl", "H", "H", "C", "P", "C", "C", "H", "H", "H", "H", "H", "H", "H", "H", "H"], "coordinates": [[-1.929006, -1.082957, 0.512709], [1.728818, -3.843536, 1.291152], [0.558903, -2.943814, -0.098029], [1.042724, -3.985229, -1.714632], [0.449044, -5.365912, -1.895386], [-1.506135, -5.482486, -2.095086], [-1.801491, -7.400710, -1.823269], [2.183278, -4.808748, 0.938955], [1.016975, -3.979057, 2.096166], [2.469513, -3.088050, 1.561685], [2.143371, -4.001945, -1.820341], [0.658185, -3.284127, -2.484314], [0.731758, -6.044451, -1.083485], [0.839529, -5.837624, -2.810793], [-1.583313, -7.692833, -0.764959], [-1.057386, -7.886375, -2.464221], [-2.804668, -7.637495, -2.179398], [-2.631765, 1.001906, 4.036125], [-1.422279, 1.081890, 3.131297], [-0.208548, 1.752953, 3.837868], [-1.090497, -0.313118, 2.762105], [-1.816120, 1.903877, 1.845753], [-1.707861, 3.178315, 1.953432], [-2.274677, 1.248378, 0.855163], [-2.235266, 0.900684, 5.082996], [-3.120987, 0.102764, 3.698672], [-3.238486, 1.952726, 4.026623], [0.095570, 1.330858, 4.816965], [-0.400258, 2.830332, 3.931451], [0.634165, 1.725258, 3.137481], [-0.229386, -0.567074, 3.176296], [4.678146, 1.566715, 2.892898], [3.981185, 0.438924, 2.179515], [3.657946, 0.687068, 0.685309], [2.749275, 1.904638, 0.479509], [1.952954, 2.002107, -1.342989], [3.148673, 2.825608, -2.648117], [4.476245, 3.391041, -2.103417], [4.382079, 4.774586, -1.331748], [5.710053, 5.443442, -0.904752], [4.720433, 1.301095, 3.995877], [4.203964, 2.569102, 2.746078], [5.735813, 1.707971, 2.669466], [3.080227, 0.153736, 2.737977], [4.656962, -0.432837, 2.317921], [3.231847, -0.231276, 0.243870], [4.599776, 0.819660, 0.080753], [3.329270, 2.792069, 0.781567], [1.918943, 1.928654, 1.172008], [1.634249, 0.588499, -1.811434], [2.437907, 3.538272, -3.135179], [3.324046, 2.107887, -3.446101], [5.151532, 3.610399, -2.992558], [5.103464, 2.663589, -1.529434], [3.737710, 4.654530, -0.442857], [3.806531, 5.466096, -1.998948], [6.328033, 4.733880, -0.321814], [5.513993, 6.336409, -0.268480], [6.320619, 5.776766, -1.734878], [-1.904203, 4.651605, -0.136537], [-1.880530, 3.718735, -1.253738], [-0.413000, 3.624443, -1.710017], [0.076594, 4.318967, -2.609663], [0.298488, 2.775875, -0.994700], [-1.851183, 4.140987, 0.824286], [-1.075625, 5.265000, -0.205893], [-2.802118, 5.230029, -0.239409], [-2.463624, 4.146302, -2.078135], [-2.312227, 2.764046, -0.951922], [-3.827027, 0.549550, -2.951684], [-4.632231, -0.969659, -2.282484], [-6.067756, -0.245676, -3.193876], [-5.089290, 0.043164, -0.679701], [-4.239457, -2.018338, -3.785928], [-5.682845, -2.356932, -1.513108], [-3.196974, -1.682988, -1.407931], [1.285499, -1.751067, -5.078829], [2.529055, -0.715521, -5.690345], [1.927321, 0.745410, -6.566713], [3.099154, -1.295012, -6.389108], [3.176760, -0.366622, -4.839978], [-6.063119, -1.832826, 1.715727], [-4.332442, -2.341643, 1.588711], [-3.893471, -2.743865, 3.295993], [-4.258229, -3.993825, 0.790974], [-6.018708, -0.713336, 1.814258], [-6.543210, -2.305574, 2.538845], [-6.561758, -2.101115, 0.834298], [-4.841633, -3.092063, 3.782809], [-3.582771, -1.834659, 3.811888], [-3.126360, -3.526349, 3.390697], [-5.115947, -4.605198, 1.087779], [-3.315339, -4.482803, 0.968295], [-4.367371, -3.882072, -0.313886]], "forces_ev_per_a": [[-1.6, 0.4, -1.2], [-0.4, 0.4, -0.5], [0.9, -0.9, 0.3], [-0.6, 0.7, -1.2], [-0.1, -1.1, 0.2], [-0.3, 0.7, 0.2], [1.4, -0.1, 0.5], [-0.7, 1.1, 0.1], [0.3, -0.4, 0.3], [0.0, -0.4, -0.1], [-0.5, 0.1, 0.4], [0.3, -0.5, 0.2], [0.0, 0.2, 0.0], [0.2, 0.5, 0.2], [-0.6, 0.2, -0.9], [-0.4, -0.1, 0.1], [0.1, 0.1, 0.3], [0.5, 1.1, 1.1], [0.9, 1.5, 0.5], [0.0, 0.1, -0.9], [0.9, -0.2, -0.5], [0.6, 1.9, 1.2], [-0.4, -3.3, -0.3], [0.5, -0.9, -0.1], [-0.7, -0.3, -0.9], [-1.0, 0.1, 0.3], [0.4, -1.2, -0.2], [-0.5, 0.0, -0.6], [-0.2, -0.4, 0.3], [0.2, -0.2, 0.2], [-0.9, 0.4, -0.3], [0.1, 1.0, 1.8], [0.7, -0.8, -0.4], [0.6, -0.5, -0.3], [0.2, 0.3, -0.3], [1.7, 0.2, 0.7], [-0.9, 0.6, -0.1], [1.5, 1.5, -0.6], [-0.8, -0.2, -0.7], [-0.3, -0.4, 0.6], [-0.3, 0.6, -1.1], [0.2, -0.8, 0.4], [0.0, -0.2, -0.6], [-0.2, 0.2, -0.2], [-0.4, 0.2, -0.5], [-0.2, 0.2, 0.2], [-0.7, 0.1, 0.8], [-0.3, -0.1, -0.7], [-0.4, -0.4, 0.4], [-0.5, -0.3, 0.0], [1.1, 0.2, 0.3], [0.1, -0.3, 0.1], [-0.9, -0.3, 0.8], [-0.9, 0.3, -0.2], [0.2, 0.0, -0.2], [0.5, -0.4, 0.4], [-0.3, 0.3, -0.1], [0.1, -0.7, -0.4], [0.0, 0.0, -0.3], [-1.3, 2.1, 0.5], [0.4, -0.4, -1.5], [1.6, 0.7, -2.1], [-1.6, -1.2, 1.9], [-0.6, -0.4, 0.3], [-0.3, -0.2, -0.4], [-0.7, 0.1, 0.1], [1.8, -0.8, 0.7], [0.3, -0.2, 0.2], [0.2, 0.1, 0.0], [0.8, 0.0, 0.2], [-0.8, -0.8, 0.7], [-0.1, -0.7, 0.6], [0.3, -0.6, -1.3], [-0.4, 0.8, 0.8], [0.1, 0.9, -0.8], [1.6, 1.1, 1.3], [-0.8, -0.3, 0.4], [1.1, 1.4, 0.4], [0.1, -0.7, 0.5], [0.3, -0.1, -0.3], [-0.7, -0.3, -1.0], [1.4, 2.0, 0.2], [0.8, -1.1, -0.3], [-0.8, -0.2, 0.9], [-1.0, 0.6, -1.4], [-0.5, -1.1, 0.0], [-0.2, -0.3, 0.8], [-0.7, -0.1, -1.4], [1.0, 0.1, -0.2], [0.1, -0.2, 0.2], [-0.2, 0.3, -0.1], [0.3, -0.1, 0.3], [0.3, -0.3, 0.3], [0.2, 0.1, 0.8]], "mulliken_spin": [6.152, -0.001, -0.005, 0.000, -0.001, 0.000, 0.000, 0.000, 0.000, 0.000, -0.001, 0.000, 0.000, 0.000, 0.000, 0.000, 0.000, 0.001, -0.001, -0.001, -0.007, -0.002, -0.001, -0.013, 0.000, -0.001, 0.000, 0.000, 0.000, 0.000, 0.000, 0.000, 0.000, 0.000, 0.000, 0.000, 0.000, 0.000, 0.000, 0.000, 0.000, 0.000, 0.000, 0.000, 0.000, 0.000, 0.000, 0.000, 0.000, 0.000, 0.000, 0.000, 0.000, 0.000, 0.000, 0.000, 0.000, 0.000, 0.000, 0.000, 0.000, 0.000, 0.000, 0.000, 0.000, 0.000, 0.000, 0.000, 0.000, 0.000, 0.000, 0.000, 0.000, -0.001, 0.000, -0.026, 0.000, 0.000, 0.000, 0.000, 0.000, -0.006, -0.072, -0.005, -0.003, 0.000, -0.002, 0.000, -0.003, 0.001, 0.000, -0.002, 0.000, 0.000], "mol_weight_g_mol": 1133.6, "spin_multiplicity": 7, "total_charge": 2, "homo_energy_ev": [-12.67, -12.67]}

=====

3.
{"formula": "C4H12NO2P", "method": "the ωB97M-V functional and the def2-TZVPD basis", "species": ["C", "O", "P", "O", "C", "N", "C", "C", "H", "H", "H", "H", "H", "H", "H", "H", "H", "H", "H", "H"], "coordinates": [[1.470214, 2.482246, 0.044734], [0.539035, 1.502601, -0.246445], [0.256390, 0.248459, 0.657545], [1.379604, -0.792470, -0.098368], [1.935758, -1.965738, 0.517997], [-1.046851, -0.154260, -0.407816], [-2.071008, 0.832042, -0.402246], [-1.566453, -1.529378, -0.381901], [2.436388, 2.148852, 0.209677], [1.088490, 3.084947, 0.877001], [1.438642, 3.144247, -0.797867], [1.470648, -2.852747, 0.172635], [1.626062, -1.877954, 1.618631], [3.051060, -1.976031, 0.212201], [-2.710196, 0.573801, 0.417514], [-1.557141, 1.721203, 0.003416], [-2.654328, 0.867819, -1.357222], [-0.675734, -2.151779, -0.422052], [-2.021768, -1.773821, 0.532012], [-2.388807, -1.532031, -1.149451]], "forces_ev_per_a": [[-1.9, 2.0, 0.4], [0.4, 0.6, -0.8], [0.5, -2.8, -1.5], [-0.5, 0.2, 0.5], [0.6, 2.1, 1.2], [0.6, -1.3, 0.2], [-0.1, 0.4, 0.8], [0.5, 1.7, -1.0], [1.9, -0.9, 0.4], [0.4, 0.0, 0.3], [0.4, 0.4, -0.5], [-0.5, -0.9, -0.7], [1.4, -0.4, -1.1], [-1.7, -0.1, 1.2], [-1.4, -0.1, 0.4], [-1.0, 0.4, -1.3], [0.7, 0.5, 0.7], [-0.4, -0.6, -1.0], [-1.0, -0.2, 1.6], [1.2, -0.8, 0.3]], "nbo_charge": [-0.243, -0.809, 1.480, -0.827, -0.252, -0.735, -0.426, -0.420, 0.180, 0.170, 0.192, 0.169, 0.175, 0.195, 0.158, 0.212, 0.202, 0.210, 0.164, 0.205], "mol_weight_g_mol": 137.1, "spin_multiplicity": 1, "total_charge": 0, "smiles": "COP(OC)N(C)C", "homo_energy_ev": -8.14}